1.
Entry from the Open Molecules 2025 dataset: a cluster of 10 separate species, C22H63N11O14 in total in a non-equilibrium geometry (ωB97M-V with the def2-TZVPD basis set).

## Properties
E_HOMO: -8.7 eV
Structure (SMILES): CC1(C)CCCC(C)(C)N1O.NC(N)=O.NC(N)=O.NC(N)=O.NC(N)=O.NC(N)=O.OCCO.OCCO.OCCO.OCCO
Orbital gap: 8.5760 eV

Structure (XYZ):
```
110
Properties=species:S:1:pos:R:3:forces:R:3
C -1.794 1.086 0.760 -0.35 0.36 0.01
C -0.753 1.604 -0.234 0.11 -1.26 -0.20
C -1.233 1.496 -1.677 -0.76 0.25 -0.93
C -0.392 3.060 0.024 0.71 -0.33 1.33
C 0.384 3.145 1.348 -0.47 0.61 0.22
C 1.674 2.397 1.371 -0.67 -0.38 -0.84
C 1.439 0.848 0.952 2.08 2.79 1.14
C 2.913 0.504 0.403 -0.63 -1.26 -0.30
C 1.056 0.272 2.379 0.04 -0.84 -0.96
N 0.486 0.776 -0.213 1.43 -0.07 1.08
O 0.121 -0.605 -0.398 -0.39 0.47 0.50
H -2.636 1.777 0.741 -0.28 -0.11 -0.04
H -2.146 0.084 0.515 0.04 0.06 -0.09
H -1.449 1.073 1.794 0.13 -0.05 -0.18
H -1.758 0.594 -1.993 -0.15 -0.23 0.62
H -1.899 2.328 -1.908 0.02 -0.02 0.01
H -0.440 1.570 -2.421 0.48 0.25 0.45
H 0.181 3.389 -0.843 0.13 0.41 0.17
H -1.265 3.689 0.195 -0.29 -0.17 -0.66
H 0.581 4.169 1.664 -0.05 0.29 -0.36
H -0.220 2.772 2.176 -0.45 -0.09 -0.16
H 2.029 2.494 2.397 0.41 -0.56 -0.07
H 2.365 2.967 0.750 0.29 -0.51 -0.37
H 3.136 1.034 -0.524 -0.52 0.46 0.14
H 3.097 -0.529 0.108 -0.66 -0.53 0.01
H 3.808 0.662 1.005 -0.55 0.61 0.91
H 0.350 0.858 2.966 -0.33 0.27 -0.62
H 1.908 0.263 3.059 0.41 -0.21 -0.46
H 0.653 -0.738 2.306 0.05 -0.16 0.08
H 0.725 -0.928 -1.071 0.28 -0.21 -0.10
N -0.840 -5.069 2.284 -2.75 -4.10 0.07
C -0.400 -3.855 2.150 0.33 0.60 -1.82
N -1.110 -3.154 1.255 -1.05 0.71 -0.57
O 0.629 -3.487 2.613 3.00 1.80 2.01
H -0.461 -5.864 2.778 0.42 0.79 0.04
H -1.690 -5.254 1.771 0.11 -0.47 0.48
H -1.747 -3.700 0.692 0.05 0.97 -0.06
H -0.895 -2.180 1.098 -0.04 -0.13 -0.40
N 3.554 -1.924 3.353 0.92 1.53 -7.46
C 3.324 -2.088 4.585 2.57 -0.09 2.36
N 2.216 -2.665 4.806 -4.70 -1.99 2.34
O 4.189 -1.851 5.378 1.98 0.92 3.24
H 2.739 -1.934 2.757 0.45 0.15 -0.55
H 4.349 -1.356 3.096 -0.32 -0.09 0.05
H 1.597 -2.861 4.032 -0.39 -0.43 0.53
H 2.045 -2.907 5.771 -0.42 -0.07 -0.42
N -2.192 5.078 -3.823 -1.25 -4.15 -4.60
C -1.933 5.862 -2.835 -2.23 1.24 -0.27
N -0.715 5.695 -2.473 5.51 0.99 3.72
O -2.787 6.607 -2.441 -1.10 2.32 1.79
H -1.403 4.560 -4.183 -0.33 -0.05 -0.51
H -2.997 5.215 -4.417 0.17 0.02 0.47
H -0.230 6.396 -1.931 -0.63 -0.05 0.24
H -0.077 4.985 -2.802 -0.47 0.11 -0.48
N -6.331 2.738 -0.540 -6.97 -3.32 -1.05
C -5.194 3.249 -0.475 2.64 0.88 0.33
N -4.400 2.804 -1.421 3.16 -0.60 -2.15
O -4.906 3.962 0.417 2.16 3.32 3.14
H -6.383 2.001 -1.228 -1.41 0.12 0.46
H -7.071 3.126 0.028 0.02 -0.58 -0.31
H -4.772 2.355 -2.246 0.50 0.38 0.06
H -3.465 3.186 -1.407 -0.29 -0.11 -0.44
N 1.121 1.939 -4.660 -3.65 -3.90 -0.52
C 1.432 3.138 -4.296 1.02 3.09 0.14
N 2.795 3.140 -4.290 1.11 2.23 0.46
O 0.659 4.117 -4.088 1.81 -2.31 -0.55
H 0.213 1.578 -4.402 -0.08 0.14 -0.31
H 1.812 1.231 -4.861 -0.09 0.26 0.18
H 3.290 4.000 -4.478 -0.04 -0.22 0.34
H 3.283 2.256 -4.293 0.08 0.35 -0.08
O -2.439 -0.689 6.759 -0.39 -0.50 -0.18
C -3.584 -1.055 5.966 -0.92 0.48 1.09
C -3.615 -0.204 4.761 0.95 -0.85 -1.87
O -2.630 -0.766 3.839 -0.33 0.98 0.15
H -2.828 -0.139 7.444 0.50 0.08 0.20
H -3.619 -2.118 5.729 0.34 0.06 0.06
H -4.473 -0.794 6.540 -0.30 -0.34 0.23
H -3.434 0.824 5.075 0.30 0.17 -0.33
H -4.518 -0.230 4.151 -0.29 -0.11 0.47
H -1.762 -0.649 4.233 0.21 0.01 0.14
O -3.525 -3.349 -1.785 -0.63 -1.36 -0.62
C -3.315 -1.977 -1.591 0.50 -0.27 1.16
C -4.480 -1.214 -2.114 -0.48 0.64 -0.23
O -4.535 -1.277 -3.521 -0.05 0.30 -0.52
H -3.137 -3.914 -1.112 0.07 0.38 -0.04
H -3.201 -1.797 -0.522 0.05 0.38 0.16
H -2.384 -1.709 -2.091 -0.03 0.45 -0.09
H -4.398 -0.171 -1.808 0.38 0.21 -0.21
H -5.456 -1.500 -1.724 0.14 -0.58 0.45
H -4.955 -2.105 -3.764 0.08 -0.10 -0.03
O 2.036 -2.329 -1.855 0.36 0.34 -0.65
C 2.653 -1.807 -3.007 0.92 1.19 -1.83
C 3.354 -0.374 -2.883 -3.29 -2.02 0.11
O 3.369 0.217 -4.214 1.19 -0.47 1.14
H 2.689 -2.924 -1.479 -0.08 0.03 0.54
H 3.352 -2.486 -3.497 0.46 -0.51 0.58
H 1.979 -1.662 -3.852 -0.95 0.02 0.47
H 4.190 -0.536 -2.203 0.78 0.95 -0.78
H 2.542 0.161 -2.391 0.52 0.57 0.30
H 3.977 -0.264 -4.780 0.21 -0.12 -0.08
O 6.438 -4.777 0.879 0.43 0.16 -0.37
C 5.739 -5.029 -0.358 1.59 -0.18 1.59
C 4.545 -4.147 -0.308 -0.91 -0.93 -1.76
O 4.907 -2.774 -0.408 -0.43 -0.73 0.50
H 7.234 -5.305 0.789 0.30 0.16 0.53
H 6.369 -4.760 -1.205 -0.02 0.22 -0.18
H 5.669 -6.117 -0.338 -1.24 -0.04 -0.64
H 3.841 -4.405 0.483 0.30 0.36 0.50
H 4.022 -4.430 -1.222 -0.40 0.34 -0.37
H 5.217 -2.599 0.483 0.33 0.58 0.16
```
Positions in Å, forces in eV/Å.

2.
Entry from the Open Molecules 2025 dataset: a structure of composition C19H18ClIN2O2V in a non-equilibrium geometry (ωB97M-V with the def2-TZVPD basis set).

## Properties
E_HOMO (spin up / spin down): -13.7 / -13.8 eV
Charge: +2
Orbital gap (spin up / spin down): 3.2559 / 4.7664 eV
2S+1: 2
ΔE to the lowest compared entry with this formula, charge and spin: 53.28 kJ/mol

Structure (XYZ):
```
44
Properties=species:S:1:pos:R:3:forces:R:3
C 2.776 3.553 0.908 0.54 -0.13 -0.13
C 3.883 2.570 0.487 0.08 0.46 0.41
H 2.506 4.224 0.090 -0.04 -0.01 0.03
H 3.114 4.172 1.741 -0.09 -0.06 -0.09
H 1.878 3.025 1.224 -0.15 -0.02 0.17
H 3.525 1.831 -0.227 0.11 -0.12 -0.04
H 4.716 3.101 0.019 -0.11 -0.08 0.04
H 4.291 2.045 1.358 -0.12 -0.01 -0.17
C -2.632 1.167 -0.688 0.14 -0.23 0.30
C -3.864 1.086 -1.338 0.38 -0.38 -0.18
C -4.091 0.017 -2.233 0.00 0.56 0.65
C -3.107 -0.943 -2.397 0.94 -0.28 0.19
H -2.372 1.986 -0.001 -0.37 -0.41 -0.31
H -4.646 1.813 -1.116 0.36 -0.10 -0.20
H -5.037 -0.075 -2.765 0.18 0.03 0.24
H -3.286 -1.870 -2.950 0.00 0.69 -0.10
N -1.664 0.217 -0.837 -0.75 -0.02 -0.88
C -1.871 -0.793 -1.752 -1.21 0.58 1.11
C -0.801 -1.769 -1.800 0.71 -1.33 0.68
N 0.259 -1.498 -0.956 -0.16 -0.91 -0.96
C 1.261 -2.416 -0.863 -0.32 0.40 -0.20
C 0.161 -3.890 -2.431 0.42 0.46 0.43
C 1.274 -3.566 -1.640 -0.16 -0.11 -0.10
H 2.045 -2.206 -0.139 -0.08 -0.01 -0.21
H 2.138 -4.226 -1.605 -0.23 0.13 0.14
C -0.904 -3.000 -2.466 -0.08 0.84 0.38
H -1.840 -3.267 -2.953 0.42 0.13 -0.13
H 0.115 -4.817 -2.992 0.07 0.06 0.12
V 0.131 0.173 0.128 -0.02 -0.06 0.67
I 1.067 1.802 -1.595 -0.35 -0.81 1.10
Cl -0.304 -1.320 8.571 -0.03 -0.03 0.33
C -0.193 -1.261 6.874 0.03 0.33 -0.65
C 0.007 -2.441 6.153 0.00 0.13 -0.58
C 0.095 -2.383 4.762 -0.03 0.01 0.45
C 0.006 -1.149 4.106 0.03 0.29 -1.13
C -0.199 0.026 4.831 0.01 0.18 0.53
C -0.303 -0.022 6.224 0.01 -0.12 -0.46
C 0.116 -1.139 2.597 -0.28 -2.84 2.18
O 0.115 -2.195 1.956 0.11 2.10 -0.28
O 0.230 0.067 2.022 -0.09 1.03 -3.42
H 0.089 -3.391 6.672 -0.03 0.17 -0.06
H 0.233 -3.290 4.184 0.01 0.12 0.09
H -0.279 0.982 4.311 0.04 -0.26 0.22
H -0.471 0.888 6.802 0.07 -0.34 -0.16
```
Positions in Å, forces in eV/Å.